72
Properties=species:S:1:pos:R:3:forces:R:3:mulliken_charge:R:1 method="wB97M-V/def2-TZVPD" e_lumo_ev=-4.4 spin_multiplicity=1 homo_lumo_gap_ev=7.08 charge=+1 homo_ev=-11.51
C 4.35422 -4.47565 -0.12649 0.09 0.03 0.59 -1.275
C 4.49276 -3.37757 0.91660 -0.10 0.15 -0.56 -0.561
C 4.29457 -1.98449 0.33224 0.24 -0.13 0.84 -0.098
C 4.42016 -0.94194 1.44503 -0.45 -0.11 -0.31 -0.957
C 3.83858 0.43034 1.11332 0.56 0.02 -0.32 -0.157
C 4.07979 0.89529 -0.32267 0.07 0.78 0.65 -0.382
C 3.54213 2.33359 -0.50012 -0.30 -0.59 -0.21 -1.045
C 2.73393 2.59876 -1.76908 0.36 -0.16 0.05 -1.365
C 1.55831 1.66441 -1.99312 -0.23 0.39 0.26 -0.626
C 0.44542 1.85935 -0.96611 -0.27 -0.34 -0.69 0.094
C -0.83733 1.22961 -1.50554 0.52 0.02 0.76 -1.967
C -2.01352 1.26654 -0.52081 -0.76 -0.04 -1.76 1.679
P -3.34591 2.06435 -1.58606 -0.42 0.28 -0.74 0.501
O -2.85079 3.31939 -2.09079 1.11 1.31 -0.03 -0.721
O -4.66651 2.36829 -0.72557 -0.18 -1.41 -0.11 -0.543
O -3.67101 1.10549 -2.81469 -0.81 -0.68 1.07 -0.542
N -1.97586 2.17223 0.61153 0.76 0.40 0.13 0.227
C -2.70102 1.75711 1.57585 -0.93 0.08 0.96 -1.525
I -2.97984 2.78688 3.34629 0.13 -0.08 -0.53 0.352
C -3.31701 0.42775 1.27293 0.43 -1.24 -0.01 0.883
C -3.66380 -0.45053 2.47939 -1.13 -0.37 0.25 -1.153
O -5.08675 -0.56633 2.57803 0.50 0.16 -0.06 -0.486
C -5.58488 -1.85827 2.25672 -0.30 -0.16 -0.27 -0.436
C -5.40225 -2.27392 0.80453 0.34 -0.10 0.19 -0.863
C -2.33458 -0.07546 0.16393 1.25 1.19 0.40 1.002
F -2.83872 -0.89882 -0.81240 -0.67 -0.20 0.27 -0.454
P -0.96727 -1.06146 0.96883 -0.51 -1.88 0.52 0.144
C -0.06935 -0.06025 2.22702 -0.70 0.38 -0.21 -1.322
C 0.18540 -1.72992 -0.28964 0.36 0.77 0.41 -0.619
H 3.31279 -4.55242 -0.42120 -0.11 -0.08 -0.36 0.246
H 4.99632 -4.29494 -0.98055 -0.03 0.08 -0.28 0.329
H 4.65333 -5.42385 0.30364 -0.03 -0.31 0.01 0.409
H 5.48253 -3.40003 1.35877 0.23 -0.12 0.23 0.351
H 3.76910 -3.53921 1.71205 -0.06 -0.06 0.23 0.349
H 3.32795 -1.90139 -0.15191 -0.30 -0.07 -0.26 0.033
H 5.07856 -1.82973 -0.40292 -0.06 0.18 -0.37 0.281
H 5.46958 -0.87436 1.70569 0.28 0.21 0.11 0.364
H 3.91695 -1.33049 2.32979 -0.03 -0.03 0.20 0.416
H 4.31844 1.16845 1.75285 -0.14 0.16 0.28 0.432
H 2.76867 0.48813 1.31480 -0.21 -0.17 0.08 -0.380
H 3.65836 0.19359 -1.02736 -0.07 -0.13 -0.30 0.351
H 5.15405 0.93980 -0.46090 0.26 -0.30 -0.34 0.527
H 4.37799 3.02083 -0.43602 0.04 0.27 0.00 0.510
H 2.88673 2.55480 0.34238 -0.03 0.11 0.23 0.418
H 3.35483 2.57619 -2.65811 0.32 -0.09 -0.12 0.385
H 2.36038 3.61736 -1.70466 -0.16 0.24 -0.11 0.427
H 1.83162 0.61359 -1.99156 0.27 -0.19 -0.06 0.215
H 1.15462 1.87395 -2.97901 -0.16 0.01 -0.24 0.607
H 0.24524 2.92490 -0.87262 0.16 0.30 0.27 0.688
H 0.72624 1.43548 -0.00625 0.05 0.04 0.28 -0.375
H -0.69929 0.19107 -1.77736 0.14 -0.29 0.05 0.306
H -1.05809 1.73598 -2.43275 -0.24 0.22 -0.19 0.686
H -5.30690 1.63306 -0.75091 -0.04 0.53 0.21 0.371
H -4.32774 0.42582 -2.57052 0.42 -0.07 -0.53 0.392
H -1.45206 3.04403 0.61804 -0.09 0.00 -0.11 0.305
H -4.26656 0.49095 0.75373 -0.30 0.69 0.05 -0.012
H -3.24409 -1.44676 2.41020 0.41 -0.06 -0.19 0.660
H -3.33833 -0.00906 3.41493 0.27 0.09 0.09 0.370
H -5.14914 -2.62769 2.89448 0.16 0.06 0.24 0.324
H -6.64075 -1.82782 2.48532 -0.24 0.20 0.16 0.407
H -5.46510 -1.44122 0.11131 -0.18 0.22 -0.07 0.120
H -6.16764 -2.99131 0.54211 -0.20 -0.18 -0.11 0.453
H -4.44653 -2.76542 0.65389 0.24 0.00 -0.13 0.256
H 0.94637 -0.40665 2.34828 0.32 -0.13 -0.23 0.438
H -0.56256 -0.24552 3.17502 -0.13 -0.09 0.21 0.418
H -0.08929 1.01192 2.07788 0.39 0.23 -0.15 0.427
H 0.56997 -2.64897 0.13259 0.02 -0.26 0.17 0.530
H -0.31027 -1.98882 -1.21453 -0.19 0.09 -0.21 0.502
H 1.03648 -1.07684 -0.44502 0.14 0.16 -0.40 -0.306
O -0.45801 2.75377 -5.17381 -0.08 -0.11 0.28 -0.637
H -1.09346 2.10235 -5.49054 0.04 0.08 -0.06 0.309
H -0.96012 3.30165 -4.55836 -0.03 0.05 -0.11 0.311


70
Properties=species:S:1:pos:R:3:forces:R:3:mulliken_charge:R:1 method="wB97M-V/def2-TZVPD" e_lumo_ev=-4.5 spin_multiplicity=1 homo_lumo_gap_ev=6.79 charge=+1 homo_ev=-11.29
C 7.80308 0.39329 -0.87787 0.07 0.11 0.29 -0.735
O 7.05427 1.38996 -0.21250 -0.14 -0.08 -0.28 -0.308
C 7.37968 2.69625 -0.65914 -0.29 -0.15 0.39 -0.702
C 6.32228 3.63182 -0.11720 -0.20 0.09 -0.31 -0.843
C 4.98692 3.49698 -0.85171 0.13 0.51 0.36 -0.327
C 3.97130 4.54252 -0.34208 -0.10 -0.74 0.40 -1.099
C 2.58566 3.93170 -0.13225 0.04 -0.14 -0.60 -0.797
C 2.04474 3.19552 -1.37970 -0.36 0.05 0.46 -0.759
C 0.55025 3.43362 -1.67297 0.27 -0.38 -0.55 -0.838
C -0.34836 2.46322 -0.97554 -0.01 0.24 0.25 0.215
C -0.15763 2.12530 0.38345 -0.52 -0.34 -0.18 0.095
C -0.99186 1.19578 0.96161 0.32 0.18 0.13 -0.672
I -0.72957 0.61669 2.93574 -0.15 -0.04 -0.14 0.269
C -2.00247 0.64545 0.16684 0.54 0.16 0.58 -0.081
N -2.09290 1.05158 -1.08026 -0.17 -0.16 0.04 0.578
N -1.32155 1.92834 -1.69354 0.00 -0.11 0.09 -0.874
H 7.80702 0.56453 -1.95464 0.00 -0.06 -0.15 0.326
H 8.83324 0.36771 -0.51503 0.14 0.08 -0.05 0.281
H 7.35389 -0.56865 -0.65794 -0.14 -0.09 -0.01 0.232
H 8.37566 2.96128 -0.29973 0.16 0.12 -0.09 0.429
H 7.35217 2.72675 -1.75101 0.23 0.01 -0.18 0.375
H 6.63838 4.67124 -0.19584 0.26 0.07 0.04 0.389
H 6.16998 3.40508 0.93640 0.04 0.06 0.18 0.359
H 4.62744 2.48438 -0.68406 -0.16 -0.13 -0.15 0.217
H 5.14807 3.65358 -1.91622 0.03 -0.24 -0.19 0.350
H 3.92048 5.41280 -0.98921 0.04 0.11 -0.14 0.396
H 4.31044 4.86785 0.63960 0.04 0.32 0.05 0.477
H 2.68644 3.21319 0.68031 -0.11 0.00 0.23 0.328
H 1.86193 4.69186 0.15933 0.02 0.16 0.20 0.610
H 2.60808 3.45972 -2.26861 0.09 0.16 -0.07 0.561
H 2.17340 2.12162 -1.24625 0.20 -0.12 -0.16 0.429
H 0.24292 4.45550 -1.45852 0.00 0.12 0.17 0.411
H 0.38386 3.27716 -2.73626 -0.15 0.09 -0.10 0.335
H 0.62939 2.58835 0.95410 0.15 0.08 0.00 0.445
H -2.68519 -0.09630 0.54803 -0.30 -0.07 -0.35 0.571
H -2.83339 0.63784 -1.64488 -0.23 -0.08 -0.03 0.309
C -6.51121 0.55098 -0.91848 0.06 0.08 0.01 -1.553
C -5.77654 -0.10055 -2.08647 -0.16 0.00 0.21 0.431
C -6.65829 -0.96878 -2.99081 0.03 -0.03 -0.21 -0.780
O -7.00375 -2.22090 -2.44364 0.04 0.06 0.13 -0.383
C -8.09449 -2.21989 -1.53560 0.02 -0.12 -0.02 -0.640
N -4.62937 -0.86914 -1.56547 0.45 0.26 -0.25 -0.589
H -6.69531 -0.15147 -0.10687 -0.03 -0.07 -0.03 0.322
H -5.91659 1.36791 -0.50571 0.00 -0.01 0.00 0.353
H -7.46792 0.96454 -1.23674 0.00 0.00 0.00 0.380
H -5.38402 0.70784 -2.71209 0.01 -0.05 -0.09 0.356
H -6.08830 -1.19850 -3.89500 -0.01 -0.03 0.00 0.333
H -7.55512 -0.42247 -3.30754 0.00 0.05 0.10 0.458
H -8.85847 -1.49565 -1.83019 0.01 0.04 0.01 0.304
H -7.76757 -2.01397 -0.51397 -0.06 0.08 0.01 0.223
H -8.53253 -3.21594 -1.55279 0.02 0.00 -0.05 0.267
H -4.08198 -1.21170 -2.35314 -0.14 -0.11 -0.07 0.279
H -5.00225 -1.71977 -1.15021 0.05 0.04 0.14 0.277
C 1.03642 -5.49549 2.02319 0.09 -0.04 0.00 -1.446
C 1.03841 -4.08633 2.60724 -0.14 -0.14 -0.09 0.393
C 0.35986 -3.96319 3.97779 0.11 0.11 0.10 -0.688
O -1.05372 -3.99172 3.95128 0.00 -0.04 -0.06 -0.365
C -1.63539 -5.28211 3.87098 -0.10 0.09 0.00 -0.676
N 0.45528 -3.16083 1.62793 -0.05 0.13 0.06 -0.680
H 0.07204 -5.75781 1.58949 -0.06 0.03 0.04 0.282
H 1.77500 -5.56889 1.22568 -0.02 0.03 -0.02 0.367
H 1.28539 -6.23905 2.78176 -0.01 0.00 0.01 0.355
H 2.08322 -3.79819 2.75379 0.00 0.05 0.05 0.385
H 0.61590 -2.98265 4.39036 -0.03 0.00 0.01 0.323
H 0.74406 -4.71511 4.67869 -0.01 -0.07 -0.07 0.426
H -1.05553 -6.01712 4.43507 0.03 -0.02 -0.02 0.313
H -1.73596 -5.61352 2.83520 0.06 -0.09 0.01 0.245
H -2.63314 -5.21871 4.30316 0.02 0.03 0.03 0.256
H 0.56408 -2.21064 1.96942 0.09 0.02 -0.01 0.181
H -0.55024 -3.31467 1.63125 0.01 -0.07 -0.05 0.338


69
Properties=species:S:1:pos:R:3:forces:R:3:lowdin_spin:R:1 method="wB97M-V/def2-TZVPD" e_lumo_ev="-7.1 / -7.3" spin_multiplicity=3 homo_lumo_gap_ev="7.43 / 7.76" charge=+2 s_squared=2.03 homo_ev="-14.49 / -15.04"
V 0.00148 -0.26033 0.60328 0.08 -1.65 -1.11 1.704
P -2.21971 -0.19646 -0.44493 -1.15 -0.60 -0.11 -0.006
P 2.40224 -0.30176 0.07513 1.86 -0.15 -0.61 0.001
N -0.17125 -2.01114 1.28412 0.29 1.80 -0.83 -0.001
C -2.53347 -1.82928 0.44896 -0.13 -0.86 -0.28 0.006
H -3.17704 -1.66341 1.31814 0.16 0.32 -0.06 0.000
H -3.11126 -2.48766 -0.19642 -0.41 0.18 -0.21 0.000
C -1.33487 -2.72895 0.84054 0.28 -0.37 0.77 0.007
H -1.60084 -3.38654 1.69110 -0.53 -0.12 -0.74 0.000
H -0.95312 -3.33570 0.01468 -0.75 -0.31 -0.23 0.001
C 1.07974 -2.67581 1.09615 0.50 -1.36 0.34 0.012
H 1.01822 -3.20846 0.13473 0.38 0.01 -0.02 0.002
H 1.15223 -3.47828 1.85220 0.52 0.15 -0.17 0.002
C 2.37210 -1.79737 1.12318 -0.19 -1.00 0.77 0.010
H 3.09619 -2.45963 0.65058 0.47 -0.02 0.33 0.001
H 2.73924 -1.55697 2.15998 -0.47 -0.20 -0.94 0.001
C 3.79115 0.67882 0.90041 -0.19 0.40 0.20 -0.005
C 3.16880 1.60783 1.94728 -0.10 0.02 0.29 0.000
H 2.64762 1.03050 2.71524 -0.06 0.03 0.09 0.000
H 2.43789 2.30030 1.50305 0.30 -0.10 0.02 0.000
H 3.94025 2.20112 2.45781 -0.19 -0.18 -0.19 0.000
C 3.12694 -0.86000 -1.57333 -0.46 -0.18 -0.14 0.006
C 3.16968 0.25748 -2.63446 -0.27 0.10 -0.24 0.000
H 3.17318 -0.19532 -3.63974 0.09 0.07 0.40 0.000
H 4.06332 0.89208 -2.55926 -0.37 -0.28 0.08 0.000
H 2.27540 0.88867 -2.59329 0.22 0.02 -0.02 0.000
C -2.79796 -0.25126 -2.24983 0.42 -0.57 -0.26 0.001
C -2.94787 1.13590 -2.89399 0.11 0.34 0.24 0.000
H -3.12403 1.00697 -3.97322 0.27 0.00 0.37 0.000
H -2.06137 1.76267 -2.73035 -0.13 -0.12 -0.24 0.000
H -3.80358 1.70665 -2.51678 0.08 -0.32 0.01 0.000
C -3.34576 0.98614 0.45905 0.67 -0.45 0.29 0.000
C -3.05912 2.44529 0.07121 -0.13 0.09 0.31 0.000
H -3.20994 3.06888 0.96439 -0.10 -0.02 -0.35 0.000
H -3.76829 2.76695 -0.70845 0.54 0.06 0.31 0.000
H -2.01343 2.60146 -0.25012 -0.58 0.05 -0.07 0.000
C 0.18104 1.33264 -0.39197 1.90 5.42 -6.20 0.087
C 4.48602 -1.60482 -1.48267 -0.01 -0.47 0.18 0.001
H 4.92687 -1.61479 -0.47698 -0.06 0.11 -0.21 0.000
H 4.37150 -2.65877 -1.77459 -0.04 0.30 0.12 0.000
H 5.23339 -1.18752 -2.17368 -0.36 0.09 0.28 0.000
C -4.03955 -1.12977 -2.53102 -0.10 -0.36 0.28 -0.001
H -4.51667 -0.84152 -3.47641 0.35 0.06 0.13 0.000
H -3.74478 -2.17963 -2.63645 -0.15 0.15 0.11 0.000
H -4.83731 -1.07063 -1.78205 0.31 0.04 -0.03 0.000
C -4.82610 0.60686 0.37574 -0.15 0.19 0.08 -0.002
H -5.37859 1.21269 1.10467 0.08 0.03 -0.22 0.000
H -5.22965 0.82743 -0.62325 0.05 -0.21 0.35 0.000
H -5.02286 -0.43459 0.66547 0.09 0.21 -0.31 0.000
C 4.70788 1.47792 -0.03517 0.02 0.04 -0.39 0.000
H 4.15077 2.15545 -0.69460 0.06 -0.08 0.24 0.000
H 5.40319 2.09582 0.55126 -0.30 -0.23 0.01 0.000
H 5.32684 0.83754 -0.66977 -0.16 0.04 0.12 0.000
H 4.40790 -0.08560 1.41563 -0.40 0.22 -0.25 -0.001
H -3.01985 0.82901 1.50191 -0.07 0.07 -0.19 0.000
H 2.34910 -1.57950 -1.89123 0.27 0.15 -0.03 0.000
H -1.93900 -0.74568 -2.74518 -0.42 0.26 0.17 0.000
O 0.44384 2.08442 -1.26476 -1.34 -2.60 3.76 0.109
H 0.21999 -0.60536 -2.98012 0.04 -0.03 0.01 0.003
H 0.18274 -0.24503 -3.62792 0.02 0.02 -0.03 0.001
N -0.28031 -0.09372 3.13486 -0.15 2.29 0.62 0.008
C -0.49439 0.61879 4.22326 -0.16 -0.71 0.29 0.024
C -0.64311 1.94591 3.87909 0.06 0.19 -0.05 0.005
C -0.48578 2.04705 2.51035 0.06 -1.16 0.75 0.023
N -0.27335 0.78994 2.08090 0.01 0.06 0.48 0.000
H -0.16244 -1.10554 2.99402 -0.17 0.34 -0.44 0.000
H -0.56669 0.03325 5.10550 -0.08 0.31 1.06 0.001
H -0.84383 2.72722 4.53730 -0.24 1.07 0.96 0.000
H -0.50958 2.90718 1.83081 0.02 -0.59 0.39 0.001


66
Properties=species:S:1:pos:R:3:forces:R:3:mulliken_charge:R:1 method="wB97M-V/def2-TZVPD" e_lumo_ev=2.5 spin_multiplicity=1 homo_lumo_gap_ev=6.27 charge=-1 homo_ev=-3.76
C 2.85357 5.52804 0.74901 -0.21 -0.75 -0.29 -1.146
C 2.42023 5.08860 -0.72632 -0.20 -0.60 1.53 -0.133
C 2.75778 3.55659 -0.86507 0.00 0.48 -1.20 0.204
C 2.83956 3.04680 -2.34643 -0.41 0.13 0.02 -0.638
C 3.31301 1.54232 -2.52318 0.10 0.35 0.69 -0.824
C 3.45047 0.71726 -1.18878 0.30 -1.01 -0.33 -0.819
C 2.07146 0.19666 -0.61223 -0.07 1.15 -0.22 0.068
C 1.85719 0.49133 0.90512 0.49 -0.87 0.53 -0.431
C 0.50037 -0.01877 1.51419 -0.46 0.58 -0.18 -0.541
C -0.78327 0.12842 0.57993 -0.61 -0.07 1.33 0.038
C -1.61500 1.45658 0.83742 -0.45 -0.66 -1.03 -1.059
C -1.25382 2.62264 -0.16760 0.17 -0.40 1.15 0.020
C -2.42903 3.06839 -1.10247 0.24 1.03 0.37 0.599
N -2.99922 1.99778 -1.92312 0.24 0.05 -0.06 -0.650
O -1.88636 4.03941 -2.01545 0.51 -0.81 -0.02 -0.615
C -3.62416 3.77578 -0.33740 -2.22 2.58 -0.05 0.326
O -4.09208 3.32795 0.73058 1.14 -1.35 0.07 -0.714
O -4.11735 4.83252 -0.87657 1.61 -1.56 0.05 -0.764
H 2.01372 6.03598 1.28029 0.88 -0.03 -0.43 0.354
H 3.05948 4.59135 1.33374 -0.17 0.84 -0.40 0.282
H 3.80120 6.11582 0.75190 -0.85 -0.21 0.06 0.282
H 1.30239 5.17360 -0.74487 1.01 0.21 -0.53 -0.003
H 2.91933 5.73891 -1.47865 -0.51 -0.56 0.34 0.414
H 1.92847 2.99980 -0.36991 0.95 0.31 0.03 -0.504
H 3.75724 3.39418 -0.39420 -0.87 -0.12 -0.09 0.339
H 1.82695 3.12176 -2.82544 0.82 0.23 0.48 0.140
H 3.51834 3.75275 -2.89638 -0.54 -0.73 0.30 0.395
H 2.55767 1.00923 -3.15509 0.83 0.37 0.32 0.324
H 4.30717 1.55247 -3.03614 -0.82 -0.19 0.27 0.358
H 4.07851 1.22527 -0.41081 -0.72 -0.23 -0.67 0.319
H 4.03741 -0.20467 -1.46425 -0.37 0.83 0.27 0.489
H 1.97981 -0.89595 -0.82035 -0.06 0.75 0.26 0.234
H 1.27208 0.71668 -1.20847 0.56 -0.55 0.57 -0.051
H 2.00518 1.56608 1.18767 -0.19 -0.80 -0.67 -0.002
H 2.67994 -0.05565 1.45218 -0.63 0.55 -0.41 0.430
H 0.58178 -1.06008 1.92940 0.08 0.76 -0.73 -0.024
H 0.29853 0.62245 2.41722 0.13 -0.64 -0.74 0.377
H -0.60645 0.01653 -0.51355 0.16 0.05 0.79 0.299
H -1.48428 -0.70787 0.86324 0.73 0.58 -0.26 0.043
H -2.68284 1.17755 0.62956 0.83 0.47 0.43 0.420
H -1.58679 1.76389 1.91431 0.08 -0.22 -0.99 0.311
H -0.38965 2.27999 -0.79044 -0.65 0.35 0.15 -0.429
H -0.87812 3.47943 0.46026 -0.48 -0.43 -0.80 0.413
H -3.00428 1.09987 -1.44606 0.07 0.30 -0.12 0.276
H -2.54477 1.92521 -2.83136 0.12 0.07 0.39 0.246
H -1.54193 4.77383 -1.48367 -0.57 -0.25 -0.18 0.351
C -3.87391 -6.11154 1.59793 -0.08 0.06 -0.12 -1.196
C -2.81701 -6.23806 0.50714 0.03 -0.10 0.08 -0.371
C -1.41153 -6.48833 1.05529 0.05 0.01 -0.09 -0.775
C -0.85065 -5.37064 1.93764 -0.05 0.03 0.10 -0.946
C -0.77972 -3.99402 1.27594 0.06 -0.08 0.07 0.051
C 0.14036 -3.95823 0.06474 -0.06 0.18 -0.08 -0.971
H -3.67990 -5.26030 2.25277 -0.01 -0.04 0.00 0.290
H -4.86042 -5.96692 1.15259 0.00 0.00 0.08 0.373
H -3.91007 -7.01671 2.20981 0.02 0.05 0.03 0.294
H -2.82803 -5.34278 -0.12112 0.04 -0.02 0.02 0.275
H -3.08730 -7.07321 -0.14633 0.02 0.04 -0.02 0.375
H -0.73313 -6.66559 0.21493 0.01 0.01 0.03 0.308
H -1.41794 -7.41760 1.63617 -0.02 0.01 -0.02 0.415
H 0.15529 -5.66024 2.26210 -0.01 0.02 -0.02 0.411
H -1.44658 -5.29249 2.85239 0.00 -0.03 -0.03 0.340
H -0.41668 -3.26985 2.01131 -0.07 -0.02 0.00 0.126
H -1.78081 -3.65951 0.98857 0.02 0.00 0.02 0.204
H 1.15898 -4.24265 0.34091 -0.01 -0.03 -0.03 0.281
H 0.17291 -2.94796 -0.35001 0.05 -0.05 -0.03 0.157
H -0.20327 -4.63014 -0.72448 0.04 0.01 0.00 0.356


Number 1: E_tot -2298.2800 hartree. Number 2: E_tot -1529.3731 hartree. Number 3: E_tot -2652.8393 hartree. Number 4: E_tot -1067.7308 hartree.